Record 1
ORCA calculation (ωB97M-V with the def2-TZVPD basis set) on 7 unconnected molecules or ions with the total composition CH16O6S.

```
24
Properties=species:S:1:pos:R:3:mulliken_spin:R:1
C 2.631 1.046 -1.367 -0.028
S 2.655 -0.394 -0.339 0.923
H 3.590 1.292 -1.843 0.006
H 1.987 0.918 -2.237 0.027
H 2.188 1.926 -0.823 0.072
H 3.958 -0.377 0.037 -0.011
H 1.182 -0.269 1.781 -0.014
H -0.086 -0.851 2.362 -0.003
O 0.443 -0.015 2.348 0.023
H -4.152 -1.136 0.142 0.000
H -2.740 -0.453 -0.188 0.000
O -3.223 -1.345 -0.073 0.000
H -1.238 0.773 -1.456 0.000
H -1.413 1.538 -0.144 0.000
O -1.940 1.196 -0.898 0.001
H -2.093 -2.097 1.096 0.000
H -1.700 -2.916 2.444 0.000
O -1.289 -2.347 1.818 0.000
H 0.771 3.080 0.604 -0.001
H 0.362 1.737 1.132 0.001
O 0.008 2.498 0.618 0.002
H -0.640 -1.659 -1.703 0.000
H 0.788 -1.189 -1.407 -0.005
O -0.051 -0.955 -1.902 0.007
```

## Properties
Multiplicity: 2
Net charge: +1
Energy relative to the best compared isomer or geometry (same formula, charge and spin) in eV: 1.040
LUMO (alpha / beta) in eV: -4.82 / -10.10
Kohn-Sham gap (alpha / beta) in eV: 9.15 / 3.87



Record 2
ORCA calculation (ωB97M-V with the def2-TZVPD basis set) on a molecular structure, CH17O12V.

```
31
Properties=species:S:1:pos:R:3:mulliken_spin:R:1
O -0.892 0.391 1.903 -0.244
V -0.927 -0.847 0.840 1.262
C 0.603 -0.156 -1.024 0.002
O 0.127 -1.279 -0.827 -0.013
O 1.438 0.203 -2.060 0.003
O 0.292 0.600 -0.117 -0.013
H 1.596 -0.505 -2.701 0.000
O 2.003 0.383 2.615 0.000
H 2.531 0.380 3.443 0.000
H 1.669 1.258 2.415 0.000
O 0.531 -1.990 1.727 0.005
H 0.539 -2.898 1.905 0.000
H 1.241 -1.646 2.307 0.001
O -1.099 -3.309 -3.365 0.000
H -0.288 -3.379 -2.916 0.000
H -1.189 -2.445 -3.734 0.000
O -0.068 2.436 2.167 -0.011
H -0.504 1.581 2.133 0.004
H -0.019 2.590 1.260 0.001
O -2.460 0.061 -0.189 -0.004
H -3.392 0.195 -0.007 0.000
H -2.287 0.703 -0.914 0.005
O -1.771 -2.708 0.005 0.001
H -1.365 -3.605 -0.004 0.001
H -2.763 -2.750 -0.013 0.001
O 2.132 2.615 -0.404 0.000
H 2.639 2.462 0.424 0.000
H 1.735 1.752 -0.532 0.001
O -0.079 3.391 -1.832 0.000
H 0.695 2.947 -1.441 0.000
H -0.673 3.575 -1.075 0.000
```

## Properties
Multiplicity: 2
Net charge: +1
Energy relative to the best compared isomer or geometry (same formula, charge and spin) in eV: 1.640
LUMO (alpha / beta) in eV: -5.10 / -4.79
Kohn-Sham gap (alpha / beta) in eV: 8.26 / 8.57



Record 3
ORCA calculation (ωB97M-V with the def2-TZVPD basis set) on a molecular structure, CH18F3O12SZn.

```
36
Properties=species:S:1:pos:R:3:nbo_charge:R:1
Zn -19.714 10.734 11.265 0.985
C -13.975 11.199 7.077 0.764
F -14.024 10.008 7.670 -0.294
F -13.583 12.112 8.000 -0.303
F -13.085 11.168 6.044 -0.293
S -15.757 11.697 6.512 2.203
O -16.571 11.455 7.731 -0.690
O -15.728 13.129 6.167 -0.671
O -16.108 10.859 5.392 -0.718
O -20.302 12.101 1.360 -0.935
H -20.678 11.481 0.735 0.471
H -19.537 11.649 1.716 0.465
O -22.769 11.336 9.225 -0.961
H -23.603 11.614 9.603 0.484
H -22.780 11.685 8.334 0.485
O -16.471 9.985 13.078 -0.964
H -16.077 10.583 13.713 0.483
H -15.969 9.175 13.167 0.485
O -15.529 4.990 4.988 -0.934
H -15.588 5.344 5.876 0.463
H -15.831 4.085 5.070 0.471
O -9.310 7.247 6.271 -0.935
H -9.765 8.020 6.606 0.463
H -8.691 7.593 5.628 0.472
O -10.892 4.190 9.950 -0.941
H -10.424 4.892 9.499 0.470
H -10.239 3.499 10.061 0.471
O -19.167 14.448 11.698 -0.962
H -18.290 14.762 11.480 0.481
H -19.567 15.171 12.181 0.486
O -14.692 8.293 0.882 -0.931
H -15.265 7.952 1.569 0.467
H -14.762 9.244 0.961 0.464
O -16.437 18.436 4.667 -0.933
H -16.520 17.482 4.658 0.464
H -17.264 18.751 4.301 0.469
```

## Properties
Multiplicity: 1
Net charge: +1
LUMO in eV: -10.64
Kohn-Sham gap in eV: 2.14



Record 4
ORCA calculation (ωB97M-V with the def2-TZVPD basis set) on 9 unconnected molecules or ions with the total composition CH19O9.

```
29
Properties=species:S:1:pos:R:3:nbo_charge:R:1
C 28.026 -16.621 -4.199 -0.242
O 26.775 -16.521 -3.561 -1.046
H 28.009 -16.094 -5.153 0.155
H 28.913 -16.280 -3.665 0.101
H 28.246 -17.668 -4.405 0.114
O 29.043 -20.651 -3.852 -0.945
H 29.557 -20.631 -3.045 0.470
H 29.375 -19.914 -4.366 0.475
O 28.592 -18.143 -1.305 -0.973
H 28.101 -17.573 -1.896 0.500
H 28.017 -18.896 -1.166 0.465
O 25.376 -19.012 -4.632 -0.973
H 26.099 -19.635 -4.557 0.461
H 25.759 -18.169 -4.391 0.496
O 24.491 -16.045 -1.874 -0.966
H 24.794 -16.264 -0.993 0.450
H 25.268 -16.138 -2.426 0.508
O 26.346 -14.348 -7.037 -0.963
H 25.814 -15.070 -6.705 0.490
H 25.741 -13.828 -7.566 0.452
O 31.680 -16.556 -3.989 -0.948
H 30.775 -16.408 -4.261 0.478
H 31.607 -17.012 -3.151 0.469
O 24.839 -16.052 -5.389 -0.982
H 25.427 -16.240 -4.657 0.504
H 24.987 -16.768 -6.006 0.458
O 27.382 -13.542 -2.872 -0.962
H 28.095 -13.997 -2.422 0.458
H 26.953 -14.223 -3.391 0.498
```

## Properties
Multiplicity: 1
Net charge: -1
Energy relative to the best compared isomer or geometry (same formula, charge and spin) in eV: 0.452
LUMO in eV: 2.79
Kohn-Sham gap in eV: 7.97



Record 5
ORCA calculation (ωB97M-V with the def2-TZVPD basis set) on a molecular structure, CH20F3Na2O13S.

```
40
Properties=species:S:1:pos:R:3:nbo_charge:R:1
Na -3.058 -2.812 0.788 0.991
Na 1.073 4.157 -0.444 0.993
C 0.174 -0.428 1.391 0.756
F -0.680 -1.463 1.393 -0.345
F -0.185 0.403 2.362 -0.313
F 1.390 -0.873 1.610 -0.284
S 0.070 0.656 -0.178 2.334
O 0.667 1.961 0.158 -1.094
O 0.782 0.011 -1.266 -0.982
O -1.377 0.744 -0.389 -1.036
O 2.345 0.246 -3.498 -0.958
H 1.703 0.580 -4.132 0.471
H 1.824 0.038 -2.705 0.478
O 3.815 -0.511 2.554 -0.957
H 4.210 -1.384 2.663 0.469
H 3.517 -0.492 1.635 0.482
O 1.829 2.440 2.748 -0.940
H 1.190 2.496 2.027 0.459
H 1.325 2.139 3.512 0.477
O 3.603 0.358 -0.180 -0.940
H 3.152 -0.055 -0.926 0.484
H 3.251 1.251 -0.151 0.466
O 1.925 -3.520 2.919 -0.930
H 1.782 -2.708 2.419 0.466
H 1.474 -4.207 2.416 0.462
O -3.679 -0.887 -0.636 -1.011
H -4.296 -0.251 -0.255 0.488
H -2.846 -0.388 -0.745 0.513
O -2.821 0.203 -4.158 -0.980
H -2.733 0.849 -3.420 0.491
H -3.508 0.580 -4.716 0.483
O -2.435 2.462 -2.678 -0.948
H -1.954 3.289 -2.772 0.477
H -2.423 2.279 -1.729 0.486
O -2.023 -1.183 4.823 -0.944
H -2.235 -0.442 4.246 0.460
H -1.952 -0.800 5.705 0.484
O -0.863 -1.876 -3.700 -0.958
H -0.454 -1.634 -2.865 0.455
H -1.578 -1.230 -3.824 0.494
```

## Properties
Multiplicity: 1
Net charge: +1
Energy relative to the best compared isomer or geometry (same formula, charge and spin) in eV: 0.000
LUMO in eV: -4.44
Kohn-Sham gap in eV: 8.08



Record 6
ORCA calculation (ωB97M-V with the def2-TZVPD basis set) on 8 unconnected molecules or ions with the total composition CH20NO7.

```
29
Properties=species:S:1:pos:R:3:nbo_charge:R:1
C -1.001 2.522 1.472 -0.422
N -1.557 1.558 0.407 -0.709
H -0.297 1.989 2.109 0.230
H -0.518 3.464 1.152 0.246
H -1.822 2.989 2.039 0.222
H -1.621 0.620 0.784 0.469
H -0.822 1.365 -0.274 0.484
H -2.304 1.966 -0.043 0.414
H -1.130 0.597 -2.922 0.481
H 0.103 -0.123 -2.787 0.485
O -0.387 0.568 -2.291 -0.959
H -0.420 -3.219 0.935 0.466
H -0.802 -2.025 0.312 0.473
O -1.000 -2.961 0.231 -0.940
H 3.359 -1.113 -0.864 0.512
H 3.947 0.188 -0.216 0.496
O 3.080 -0.300 -0.350 -0.994
H 1.889 -1.063 1.043 0.498
H 1.203 -0.142 1.979 0.469
O 1.092 -0.721 1.309 -0.942
H 1.507 0.673 0.322 0.518
H 1.261 1.728 -0.852 0.496
O 0.958 1.466 0.046 -1.023
H -2.946 -1.671 1.482 0.512
H -3.239 -0.758 0.496 0.468
O -2.537 -0.894 1.030 -0.953
H 0.770 -1.693 -2.055 0.463
H 1.583 -2.986 -2.112 0.489
O 1.649 -2.025 -2.385 -0.951
```

## Properties
Multiplicity: 1
Net charge: +1
LUMO in eV: -2.87
Kohn-Sham gap in eV: 11.30



Record 7
ORCA calculation (ωB97M-V with the def2-TZVPD basis set) on 11 unconnected molecules or ions with the total composition CH21O13.

```
35
Properties=species:S:1:pos:R:3:nbo_charge:R:1
C -0.328 -0.918 0.194 1.003
O 0.643 -0.680 0.894 -0.821
O -0.103 -1.603 -0.940 -0.717
O -1.416 -0.422 0.435 -0.821
H 0.699 -2.098 -0.902 0.500
O -2.848 1.981 0.050 -0.941
H -2.562 1.097 0.143 0.485
H -2.943 2.240 0.977 0.449
O 0.959 0.644 3.207 -0.994
H 0.750 0.127 2.401 0.498
H 0.859 1.545 3.037 0.463
O 2.564 -1.613 -2.207 -1.006
H 2.490 -1.966 -1.284 0.461
H 2.330 -0.706 -2.105 0.489
O -3.235 -0.747 -1.491 -0.933
H -3.134 -0.962 -2.412 0.451
H -2.467 -1.166 -1.165 0.488
O 1.626 0.850 -1.861 -0.955
H 1.900 1.771 -1.988 0.472
H 0.723 0.872 -2.073 0.498
O -1.206 1.068 -2.515 -0.957
H -1.849 1.117 -3.191 0.460
H -1.746 0.594 -1.882 0.490
O 2.974 -2.574 0.186 -0.974
H 2.285 -2.080 0.675 0.506
H 3.873 -2.267 0.447 0.498
O -2.466 -0.728 2.791 -1.008
H -2.116 -0.609 1.871 0.498
H -1.774 -1.139 3.377 0.468
O 2.767 0.741 0.626 -0.988
H 1.999 0.145 0.574 0.489
H 2.397 1.612 0.520 0.463
O -0.252 2.084 0.983 -0.953
H -0.571 1.204 1.036 0.484
H -0.827 2.583 1.578 0.454
```

## Properties
Multiplicity: 1
Net charge: -1
Energy relative to the best compared isomer or geometry (same formula, charge and spin) in eV: 1.393
LUMO in eV: 2.92
Kohn-Sham gap in eV: 9.70



Record 8
ORCA calculation (ωB97M-V with the def2-TZVPD basis set) on 11 unconnected molecules or ions with the total composition CH21O13.

```
35
Properties=species:S:1:pos:R:3:nbo_charge:R:1
C 0.025 0.046 -0.206 0.993
O 1.148 -0.249 0.113 -0.820
O -0.957 0.438 0.676 -0.752
O -0.302 0.016 -1.387 -0.800
H -0.556 0.367 1.545 0.512
O -3.398 -1.855 1.205 -0.927
H -4.374 -1.776 0.787 0.452
H -3.084 -1.054 0.874 0.475
O 2.910 1.656 0.271 -0.981
H 3.704 1.174 0.389 0.449
H 2.146 1.059 0.527 0.500
O 1.040 1.085 2.819 -0.989
H 1.747 1.717 3.018 0.482
H 1.392 0.196 2.698 0.498
O 1.239 -2.209 -2.022 -0.904
H 1.642 -2.375 -1.165 0.446
H 1.163 -1.384 -1.634 0.469
O 1.704 -1.614 2.399 -0.998
H 1.463 -1.331 1.465 0.503
H 1.223 -2.491 2.436 0.473
O -2.292 -1.124 -2.554 -0.955
H -2.585 -1.995 -2.167 0.457
H -1.771 -0.671 -2.026 0.480
O -0.269 1.452 -3.505 -0.981
H -0.221 0.851 -2.736 0.495
H 0.007 0.874 -4.292 0.452
O -1.397 3.051 -0.263 -0.921
H -1.232 2.162 -0.314 0.477
H -2.198 3.072 0.303 0.440
O 3.341 -1.074 -2.865 -0.940
H 4.164 -0.937 -2.239 0.444
H 2.603 -1.064 -2.243 0.470
O -2.424 1.071 3.367 -0.968
H -3.097 1.198 4.137 0.481
H -2.508 1.718 2.590 0.489
```

## Properties
Multiplicity: 1
Net charge: -1
Energy relative to the best compared isomer or geometry (same formula, charge and spin) in eV: 3.609
LUMO in eV: 2.49
Kohn-Sham gap in eV: 9.23



Record 9
ORCA calculation (ωB97M-V with the def2-TZVPD basis set) on a molecular structure, CH23O14.

```
38
Properties=species:S:1:pos:R:3:nbo_charge:R:1
C -20.452 -16.406 26.893 1.008
O -19.878 -17.356 27.223 -0.745
O -19.784 -15.340 26.301 -0.748
O -21.734 -16.184 27.022 -0.849
H -18.900 -15.705 26.125 0.504
O -23.665 -15.141 28.578 -0.906
H -23.143 -14.474 28.897 0.446
H -23.136 -15.372 27.987 0.457
O -21.282 -18.524 29.627 -0.970
H -21.747 -18.134 28.910 0.498
H -21.663 -18.339 30.427 0.460
O -20.290 -15.874 29.723 -0.956
H -19.616 -16.100 30.369 0.461
H -20.006 -16.518 29.059 0.487
O -19.480 -13.162 23.929 -0.877
H -20.049 -12.469 23.609 0.490
H -19.949 -13.909 24.266 0.505
O -23.101 -18.370 27.443 -0.985
H -22.558 -17.604 27.198 0.487
H -22.691 -19.123 26.871 0.467
O -22.187 -16.129 24.528 -1.007
H -22.017 -16.136 25.479 0.491
H -22.590 -15.290 24.180 0.462
O -19.957 -19.725 25.707 -0.976
H -20.069 -19.276 24.804 0.475
H -19.803 -19.042 26.403 0.490
O -16.274 -16.200 27.077 -0.948
H -16.025 -15.775 27.905 0.475
H -16.891 -16.783 27.124 0.470
O -17.920 -18.128 28.251 -1.037
H -17.880 -18.627 29.110 0.492
H -18.669 -18.166 27.623 0.505
O -20.049 -13.447 27.998 -0.919
H -20.268 -14.206 27.607 0.465
H -20.224 -13.687 28.775 0.456
O -18.577 -12.618 25.840 -1.020
H -19.099 -12.946 25.085 0.431
H -19.128 -12.992 26.490 0.460
```

## Properties
Multiplicity: 1
Net charge: -1
Energy relative to the best compared isomer or geometry (same formula, charge and spin) in eV: 6.558
LUMO in eV: 2.71
Kohn-Sham gap in eV: 9.48



| no. | F_max (eV/A) | molar mass (g mol⁻¹) |
| --- | --- | --- |
| 1 | 4.3 | 156.200 |
| 2 | 7.7 | 272.079 |
| 3 | 2.1 | 376.594 |
| 4 | 1.9 | 175.154 |
| 5 | 1.7 | 375.199 |
| 6 | 5.2 | 158.171 |
| 7 | 3.2 | 241.166 |
| 8 | 8.9 | 241.166 |
| 9 | 12.1 | 259.181 |